Below is one molecule with the formula C4H6N2O, with properties calculated with ωB97M-V/def2-TZVPD.

```
13
Properties=species:S:1:pos:R:3:forces:R:3
N 2.021 0.194 0.738 0.18 -0.12 0.08
C 0.719 -0.224 0.440 0.00 -0.03 -0.04
C 0.243 -1.226 -0.396 0.19 -0.16 0.16
C -1.153 -1.018 -0.532 0.04 0.07 -0.09
C -1.475 0.125 0.171 0.31 -0.30 -0.09
O -1.998 1.246 -0.476 -0.59 -0.07 -0.05
N -0.339 0.470 0.906 0.19 0.32 -0.27
H 2.569 0.138 -0.116 0.12 -0.15 0.33
H 2.019 1.168 1.035 0.07 -0.29 -0.04
H 0.841 -1.949 -0.930 -0.02 -0.05 0.23
H -1.824 -1.522 -1.216 0.21 0.22 -0.10
H -1.306 1.346 -1.163 -0.83 0.47 0.22
H -0.318 1.252 1.541 0.13 0.10 -0.34
```
Forces are in eV/Å.

## Properties
Energy above the lowest of the compared OMol25 structures with the same formula, charge and spin, kcal per mole: 58.9
SMILES: Nc1ccc(O)[nH]1
E_LUMO, eV: 0.6
Orbital gap, eV: 7.90
F_max, hartree/bohr: 0.01910
2S+1: 1